Entry 1:
C36H36F40NO10S2 | ωB97M-V/def2-TZVPD

Geometry as XYZ:
```
125
C36H36F40NO10S2, DFT ωB97M-V/def2-TZVPD
S 0.11944 -4.00690 2.08213
S -1.89535 -5.70554 1.39225
F -6.75752 11.45809 -6.59156
F 5.20520 -6.97196 -1.62056
F 1.85664 5.07013 -3.45112
F 7.11888 -8.30309 3.40473
F -0.90925 6.59832 2.50874
F -3.25318 5.73059 1.33288
F 7.61025 -8.22228 6.27579
F -1.27405 0.27444 2.37682
F 4.25546 -6.76318 -3.57838
F 1.20573 7.79365 -3.84073
F 2.55142 -6.57765 -1.21354
F 6.87023 -5.96992 4.83056
F 0.91320 3.24045 -2.73474
F -0.31205 9.24616 -4.44991
F 6.92886 -10.44934 3.65076
F -0.72650 4.76902 1.35536
F -3.71039 8.50260 -4.59477
F -4.11410 11.84190 -7.74820
F -4.09361 13.73856 -6.69816
F -1.48562 2.17609 1.34229
F 1.83774 -8.12325 -3.24898
F -0.11172 -5.61604 -4.75899
F 9.03155 -9.31868 5.02920
F 0.31903 1.36233 4.25457
F -1.68377 2.22017 4.20341
F -5.56780 9.62712 -4.79022
F -5.27300 9.34614 -7.62504
F -1.58782 7.00485 -3.62936
F 3.40834 -6.35005 5.34179
F -6.47612 13.14510 -7.95267
F 2.03898 -5.87132 -5.00579
F 3.72548 -4.84348 -0.68493
F -1.66311 7.25735 -5.78586
F -3.22050 3.95687 2.61016
F 0.18896 6.48974 -1.60982
F 0.64549 -8.17184 -5.06888
F -5.37887 7.51202 -6.45642
F 4.97731 -7.23119 6.57043
F 5.45725 -4.66211 5.84578
F 1.51538 4.98202 -0.77177
O -0.63919 -2.88847 2.60884
O -4.19684 11.90930 -5.49174
O -2.02146 -4.91977 0.18626
O 0.64171 -3.75439 0.76257
O -0.69201 4.71526 3.60908
O -1.96817 -7.12544 1.15148
O 3.92265 -3.81814 3.36288
O 5.47606 -9.17263 4.68743
O -0.33300 5.70900 -4.97627
O 2.54342 -4.76191 -2.54390
N -0.57367 -5.43739 2.26167
C 3.29829 -5.58659 -1.73360
C 0.79637 -7.54090 -3.87358
C -0.40453 4.66782 -4.00513
C 1.55483 -4.15932 3.17395
C 0.70506 4.57040 -2.94368
C -3.82742 -2.44515 1.92379
C -3.53908 10.64623 -5.44980
C 4.65743 -8.04665 4.37392
C 0.42831 5.16333 -1.56139
C 1.01952 -6.04774 -4.12847
C -0.83840 6.96858 -4.74340
C -4.61870 8.60383 -6.70858
C -2.77958 5.22101 2.49813
C 1.21194 -5.12046 -2.91557
C -4.42538 -0.83058 4.00726
C 7.75326 -9.30050 5.48444
C -0.51109 2.16705 3.53250
C 2.77047 -3.51964 2.52703
C -0.69229 1.46638 2.18196
C 0.14316 3.56023 3.53880
C 2.65031 -2.01025 2.35966
C -1.24826 5.28632 2.48589
C 0.25062 8.04631 -4.75106
C 5.55790 -5.63944 4.90521
C -3.94419 -2.07989 4.25234
C -3.13013 -4.28955 3.51065
C -4.62986 -0.37980 2.73517
C 4.68370 -6.82534 5.30835
C -4.31262 -1.19026 1.68777
C -4.38920 9.36376 -5.39993
C 6.79191 -9.26091 4.29085
C -6.13369 12.64073 -6.74192
C -3.65355 -2.90196 3.19628
C -3.34366 -5.32618 2.40124
C 4.55490 -6.10749 -2.43979
C -4.61015 12.48616 -6.67394
H -0.42387 4.66756 -1.08938
H 7.57582 -10.19767 6.08125
H 0.71446 8.10900 -5.73778
H -3.57918 -3.08983 1.09042
H 5.23966 -5.22242 3.94693
H 3.30366 -1.69779 1.54235
H 1.64324 -1.69926 2.09059
H -3.78688 -2.42452 5.26668
H 0.69756 3.59842 4.47561
H -1.39704 4.60017 -3.55962
H 1.33226 -3.79191 4.17450
H 3.64621 -8.43992 4.46992
H -4.10868 -5.02858 1.69194
H 0.76435 -4.17248 -3.20910
H -2.09389 -4.23940 3.83543
H -0.10879 -7.69922 -3.28184
H -6.47931 13.32117 -5.96092
H -3.70423 -4.63369 4.37585
H 5.22213 -5.27759 -2.68174
H 1.75616 -5.22851 3.25225
H -3.66774 8.27143 -7.13293
H -0.29112 3.76296 -4.60065
H 0.63495 -5.45180 -2.05120
H -3.67197 -6.25843 2.85145
H 0.89296 3.65516 2.75290
H -4.44578 -0.87665 0.65955
H -5.02951 0.61342 2.56658
H 2.99968 -3.98180 1.57733
H -3.02290 10.66484 -4.49059
H 2.99704 -1.47408 3.24599
H 0.27496 1.30456 1.69541
H 4.75754 -7.75542 3.32838
H 3.80294 -3.24579 4.13768
H -2.75207 10.57869 -6.20130
H -3.17542 5.80604 3.33099
H -4.64743 -0.18203 4.85070
```

- F_max (hartree/bohr) = 0.03526
- LUMO level (hartree) = 0.05421
- ΔE to the lowest compared entry with this formula, charge and spin (eV) = 0.000
- total charge = -1
- energy (Ha) = -6991.6623

Löwdin population analysis, charges in e, atoms 1 to 5:
1. S 0.513
2. S 0.491
3. F 0.103
4. F 0.090
5. F 0.129

***

Entry 2:
C36H36MoN3OP2S3Si | ωB97M-V/def2-TZVPD

Geometry as XYZ:
```
83
C36H36MoN3OP2S3Si, DFT ωB97M-V/def2-TZVPD
Mo -0.15283 0.39259 -0.02906
S -0.29823 2.33152 1.73184
S -0.75801 2.36180 -1.42310
S -3.69493 0.55500 0.10969
P 1.59979 -0.33308 1.48342
P -1.36593 -1.05041 1.42709
Si 1.69986 0.52196 -1.79278
O -4.06473 1.30903 -1.07853
N -5.29786 6.51602 -1.10668
N -4.91831 6.19057 2.89098
N -2.22452 0.27323 0.36983
C -0.85178 -4.13468 -2.13637
C -1.72150 -3.08351 -2.50563
C -1.48025 -1.76586 -2.01458
C 0.09175 -0.77146 -5.44325
C -1.54757 3.30615 1.03028
C 2.78011 2.10960 -1.65129
C -2.36760 4.08480 1.84591
C 0.44785 -2.57112 -0.85257
C -3.37932 -0.98765 -3.32393
C -0.16226 -2.28649 2.29985
C -0.49534 -3.50143 2.89722
C 1.17902 -1.91133 2.30195
C -4.49882 5.81702 -0.66249
C 0.65383 1.67298 -4.28007
C -3.35597 4.89619 1.30230
C 0.64736 -0.70654 -4.17497
C -2.32966 -0.73476 -2.48484
C -3.64021 -2.29970 -3.75927
C -2.68382 4.19697 -0.91156
C 0.93278 0.51348 -3.55418
C 2.15186 -2.71549 2.89118
C 3.03577 -0.83417 -2.12059
C -2.52712 -2.39725 0.94520
C 3.34859 -0.56814 0.98431
C -0.39904 -1.50034 -1.09902
C 1.90069 0.69526 2.97518
C -1.72674 3.34595 -0.36600
C -0.17763 0.39624 -6.14386
C -3.50407 4.96547 -0.09740
C 0.23507 -3.86720 -1.35516
C 0.47106 -4.32128 3.46062
C -4.22176 5.62764 2.16810
C -2.09456 -0.40784 2.99047
C -2.82025 -3.31939 -3.36586
C 0.11213 1.61918 -5.55762
C 1.80081 -3.92668 3.46438
H 2.59187 0.17108 3.63521
H 3.77110 1.96481 -2.08917
H -2.22817 4.05106 2.91809
H 2.90125 2.41265 -0.60775
H -2.12322 0.28536 -2.19304
H -3.17008 -0.29189 2.86013
H -0.14258 -1.73487 -5.88180
H -2.99265 -4.33130 -3.71799
H 1.33225 -2.41864 -0.25063
H -0.09088 2.53850 -6.09550
H -3.02059 -2.74063 1.85539
H 3.19200 -2.41450 2.89560
H -4.47731 -2.49744 -4.41821
H 0.86045 -1.63379 -3.65251
H -1.88785 -1.08275 3.81975
H 0.96562 0.88310 3.49857
H -1.66406 0.57246 3.19916
H 2.68407 -1.84288 -1.88486
H 3.27584 -0.81362 -3.18481
H -2.80986 4.22424 -1.98491
H -4.00963 -0.17337 -3.65891
H 2.32233 1.65292 2.66830
H 3.42113 -1.40145 0.28733
H 0.93616 -4.65434 -1.09908
H 2.56101 -4.56072 3.90390
H 3.99327 -0.74323 1.84431
H 3.67202 0.33994 0.47502
H 0.85346 2.64132 -3.83850
H 3.96378 -0.66152 -1.57192
H -1.96560 -3.22298 0.51022
H -3.27935 -2.06809 0.23721
H -1.04760 -5.13914 -2.49565
H -1.52623 -3.83370 2.92163
H 0.18990 -5.27468 3.89204
H 2.29822 2.94523 -2.16237
H -0.60831 0.35087 -7.13708
```

- F_max (hartree/bohr) = 0.06071
- LUMO level (spin up / spin down) (hartree) = 0.06831 / 0.04955
- total charge = -1
- energy (Ha) = -3868.0239
- 2S+1 = 3

Löwdin population analysis, charges in e, atoms 1 to 5:
1. Mo 0.655
2. S 0.620
3. S 0.653
4. S 0.868
5. P 0.785

***

Entry 3:
C36H37BN13OTeTi | ωB97M-V/def2-TZVPD

Geometry as XYZ:
```
90
C36H37BN13OTeTi, DFT ωB97M-V/def2-TZVPD
Te -2.29823 -1.77769 -2.23385
Ti 0.84862 0.60727 -0.48979
O 0.59005 2.28542 0.54386
N 0.48634 -4.35350 1.88936
N 2.28415 1.24951 -2.01619
N 2.57125 2.03383 -4.09034
N 1.53169 -3.48296 1.82279
N -0.09630 -1.55104 1.48057
N 2.35523 -1.10153 1.56338
N -1.62239 3.22554 -3.97001
N 1.09115 -1.36763 -1.26604
N 3.72406 1.56505 -3.57766
N -0.39298 1.54947 -2.13034
N -0.43112 -0.36038 0.91684
N 1.36947 -2.36225 -0.39335
N 2.44388 0.05741 0.86687
C -1.59298 0.02004 1.46645
C 1.71999 1.82920 -3.12384
C 0.13250 8.02337 3.64323
C -4.17488 -3.92717 -2.93518
C -2.31173 2.62013 -3.00926
C 0.43684 4.00220 2.17498
C 3.55401 1.09105 -2.34841
C -1.70220 1.79002 -2.07814
C 1.64964 -3.20589 -2.41546
C 3.33028 0.83168 1.50382
C 1.25538 -1.87440 -2.49224
C -5.19208 -6.03940 -3.49691
C -1.03931 -1.90590 2.36048
C 1.69436 -3.47942 -1.06237
C 3.82016 0.17649 2.62649
C 0.24052 6.61879 3.14273
C -1.97739 -3.82865 -1.70714
C 0.53965 2.66385 1.74133
C -5.20908 -4.65598 -3.51734
C 0.39678 4.24157 3.57980
C -0.32088 2.98148 -4.03323
C -4.21980 -2.41973 -2.93477
C 2.42112 -5.45319 2.27345
C 2.71100 -4.14119 2.02749
C -4.13307 -6.71005 -2.89838
C 0.29843 5.54218 4.02729
C -3.11243 -4.59848 -2.33820
C 0.28971 2.12444 -3.12766
C 0.37651 5.09448 1.25976
C 3.15520 -1.03643 2.63683
C 0.47235 3.12960 4.59506
C 0.28265 6.36914 1.76613
C -2.02356 -0.93027 2.37639
C -3.10253 -5.99109 -2.31909
C 0.40145 4.90753 -0.23015
C 1.01447 -5.52698 2.17371
B 1.29100 -2.16727 1.14460
H -6.03506 -4.13228 -3.98389
H -2.26668 1.30108 -1.29456
H 0.35262 5.87455 -0.72528
H -0.35015 2.41979 4.48961
H -4.99363 -2.04329 -2.26892
H 0.26695 5.73469 5.09232
H 0.37485 -6.38541 2.30584
H 3.66407 -3.64326 1.96467
H 0.25598 3.46521 -4.81209
H -4.38299 -2.02123 -3.93351
H -3.37642 2.81157 -2.96765
H -5.99950 -6.59598 -3.95343
H 1.92345 -4.39485 -0.54103
H 0.23579 7.20757 1.08143
H -0.76488 8.49862 3.24332
H 3.11498 -6.24370 2.50146
H -2.27622 -6.51300 -1.85066
H 0.98462 8.61282 3.29975
H -2.06722 0.94176 1.16685
H -0.44028 4.30169 -0.56899
H 0.41747 3.54056 5.59978
H 4.56999 1.59590 -4.12924
H 4.55321 0.52523 3.33254
H 1.31342 4.39927 -0.54880
H 0.09553 8.06590 4.72893
H -0.95895 -2.83801 2.89291
H 0.56454 1.87833 2.50116
H -1.01294 -4.14325 -2.09973
H 1.84804 -3.88376 -3.22701
H -1.96732 -3.92921 -0.62249
H 1.06231 -1.26934 -3.36450
H 1.41002 2.57634 4.51682
H -2.92683 -0.92424 2.96048
H -4.11247 -7.79161 -2.88526
H 3.20444 -1.84758 3.34368
H 3.56299 1.81700 1.13032
H 4.32934 0.64988 -1.74317
```

- F_max (hartree/bohr) = 0.01495
- LUMO level (spin up / spin down) (hartree) = -0.23788 / -0.23356
- ΔE to the lowest compared entry with this formula, charge and spin (eV) = 0.123
- total charge = +2
- energy (Ha) = -3323.2050
- 2S+1 = 2

Löwdin population analysis, charges in e, atoms 1 to 5:
1. Te 1.256
2. Ti 1.061
3. O -0.161
4. N 0.073
5. N 0.040